Entry 1:
Entry from the OMol25 dataset: a cluster of 3 separate species, C2H7NO5 in total in a non-equilibrium geometry (ωB97M-V/def2-TZVPD).

Results
HOMO level   -10.86 eV
Strongest force on any atom   2.332 eV Å⁻¹
Energy   -511.38620 a.u.
SMILES   O=CNC(=O)O.O.O
Spin multiplicity   1
Frontier orbital gap   0.413 Ha

```
15
Properties=species:S:1:pos:R:3:forces:R:3:lowdin_charge:R:1
O -1.052674 1.742585 0.548440 0.2 -0.2 0.3 0.0533
C -1.415164 1.419963 -0.555701 -0.1 -0.7 0.1 -0.2849
N -1.568505 0.123081 -0.983375 0.1 -0.1 0.1 0.1468
C -1.289569 -1.102030 -0.343425 -0.1 0.5 0.3 -0.5893
O -1.290535 -2.110169 -0.972578 -0.1 -0.6 -0.4 0.1359
O -1.107634 -1.050160 0.964705 0.6 0.1 0.3 0.1542
H -1.657471 2.132340 -1.339565 -0.1 0.3 -0.2 0.1367
H -1.879700 -0.075087 -1.913111 0.0 0.4 -0.5 0.1450
H -0.817695 -0.158221 1.227184 -0.4 0.3 0.1 0.1029
O 3.160873 -0.737561 -0.329172 0.1 0.2 0.4 -0.0497
H 3.132934 -1.365604 0.402304 -0.1 -0.2 -0.4 0.0540
H 3.102170 -1.218383 -1.155578 0.0 -0.3 0.0 0.0477
O 2.906980 1.501754 1.397975 1.6 1.7 0.0 -0.0676
H 2.057001 1.522943 1.821418 -0.3 -1.2 -0.3 0.0175
H 3.336596 0.763608 0.946896 -1.5 -0.2 0.3 -0.0025
```
Positions in Å, forces in eV/Å.

Entry 2:
Entry from the OMol25 dataset: the molecule C4H3NO3 in a non-equilibrium geometry (ωB97M-V/def2-TZVPD).

Results
HOMO level   -9.23 eV
Strongest force on any atom   2.150 eV Å⁻¹
Energy   -434.63043 a.u.
SMILES   [H]/N=C1\OC=C(O)C1=O
Spin multiplicity   1
Frontier orbital gap   0.313 Ha

```
11
Properties=species:S:1:pos:R:3:forces:R:3:lowdin_charge:R:1
H 2.517044 2.065178 0.161374 -0.8 0.6 0.1 0.0822
N 2.153996 1.135019 0.069185 1.3 -0.6 -0.4 0.2520
C 1.013599 0.693246 -0.044783 0.6 1.2 0.9 -0.2984
O -0.202010 1.433224 0.066605 2.0 0.4 -0.8 0.0370
C -1.181948 0.520360 0.022925 1.1 -1.4 0.2 -0.0205
C -0.729858 -0.756727 -0.031149 -0.2 0.2 0.6 -0.2620
O -1.469624 -1.874454 0.115635 -1.3 0.0 -1.3 0.0740
C 0.736784 -0.794755 -0.046233 -1.2 0.0 0.3 -0.2770
O 1.508776 -1.718581 0.060943 -0.4 0.9 -0.3 0.1498
H -2.132408 0.973350 0.113765 -1.1 -0.2 0.0 0.1352
H -2.214356 -1.675863 -0.488264 0.1 -1.0 0.7 0.1276
```
Positions in Å, forces in eV/Å.

Entry 3:
Entry from the OMol25 dataset: a cluster of 2 separate species, C4H8N in total in a non-equilibrium geometry (ωB97M-V/def2-TZVPD).

Results
HOMO level (alpha / beta)   -15.55 / -15.57 eV
Strongest force on any atom   5.708 eV Å⁻¹
Energy   -211.44059 a.u.
Total charge   +1
Spin multiplicity   1
Frontier orbital gap (alpha / beta)   0.339 / 0.351 Ha

```
13
Properties=species:S:1:pos:R:3:forces:R:3:lowdin_charge:R:1
C 0.933095 1.158373 -0.013134 1.6 3.6 -2.0 -0.0187
C 0.695302 -0.985397 -0.402761 2.2 -1.4 -2.0 -0.0669
C 0.937410 -0.068433 0.657553 -0.4 -2.0 5.3 -0.1222
C -1.560177 0.011653 -0.251556 -1.6 -1.7 2.5 0.0133
N -0.149371 0.181266 -0.366842 1.0 0.8 0.0 -0.1511
H 0.712139 2.074426 0.587583 -0.3 -0.9 -0.8 0.1528
H 1.672423 1.370453 -0.907674 -1.5 -0.5 1.8 0.1818
H 1.388208 -0.947075 -1.257611 -0.1 -0.4 0.3 0.1482
H 0.292318 -1.959238 -0.190581 -0.5 -0.1 0.1 0.1402
H 0.706099 -0.507063 2.622585 0.3 1.0 -3.8 0.3551
H -1.693172 -0.158181 0.879545 -0.7 0.3 -1.7 0.1295
H -2.217244 0.814638 -0.602092 0.6 -0.2 -0.2 0.1129
H -1.717026 -0.985419 -0.755014 -0.5 1.4 0.4 0.1251
```
Positions in Å, forces in eV/Å.

Entry 4:
Entry from the OMol25 dataset: a cluster of 2 separate species, C3H11N2O in total in a non-equilibrium geometry (ωB97M-V/def2-TZVPD).

Results
HOMO level   -13.05 eV
Strongest force on any atom   4.069 eV Å⁻¹
Energy   -305.35389 a.u.
Total charge   +1
Spin multiplicity   1
Frontier orbital gap   0.359 Ha

```
17
Properties=species:S:1:pos:R:3:forces:R:3:lowdin_charge:R:1
C 1.770505 1.986904 -0.745024 0.0 -1.5 -2.0 -0.0322
C 1.114696 0.643765 -0.308384 -2.2 2.3 -1.0 -0.3239
C -0.271151 0.689051 0.062324 2.9 -1.9 -0.6 -0.0157
N -0.623574 -0.519887 0.922518 -3.8 1.3 -0.5 0.1349
N 1.892797 -0.531149 -0.401406 -1.5 0.3 0.2 0.0755
H 1.218411 2.621515 -0.147763 -0.5 2.2 1.0 0.0316
H 1.622622 2.310666 -1.844604 0.1 -0.9 1.6 0.1231
H 2.861837 2.059524 -0.561603 -0.7 -0.3 0.2 0.0936
H -1.176412 1.235071 -0.372562 1.9 -0.3 1.1 0.1469
H -0.064441 -1.290397 0.731126 1.6 -1.8 -0.7 0.0945
H -1.678001 -0.868468 0.760123 2.0 0.6 0.3 0.1254
H -0.500031 -0.341725 1.917077 -0.1 0.4 0.0 0.1576
H 1.563459 -0.941407 -1.295329 1.0 -0.2 0.8 0.1312
H 2.890919 -0.336078 -0.336906 -0.4 -0.3 -0.5 0.1015
H -3.286995 -1.963289 -0.455964 0.1 -0.6 -2.1 0.0539
H -3.904128 -1.672883 0.812196 1.0 0.3 0.3 0.1142
O -3.014513 -1.671700 0.386617 -1.4 0.3 1.8 -0.0122
```
Positions in Å, forces in eV/Å.